The following is a DFT calculation (ωB97M-V/def2-TZVPD) of a molecular structure, C4H52BO34 in a non-equilibrium geometry.

The HOMO energy comes out at -7.64 eV. Its max |F| is 0.1708 hartree/bohr. Its energy relative to the best compared isomer or geometry (same formula, charge and spin) is 22.4 kJ/mol. The value obtained for the total energy is -75292.0939 eV. The HOMO-LUMO gap is 9.103 eV. Its charge is -1.

Atoms and positions in Å:
O1 -3.1929 -1.1304 0.1519
C1 -2.0863 -0.8720 0.3446
O2 -1.2664 -0.8714 -0.5343
B1 0.0125 -0.2977 -0.0175
O3 -0.3215 -0.0813 1.3968
C2 -1.5280 -0.3875 1.5782
O4 -2.1607 -0.0697 2.5753
O5 0.4811 0.8959 -0.7313
C3 1.6357 0.6542 -1.1243
O6 2.2748 1.4456 -1.8473
C4 1.9887 -0.6892 -0.7741
O7 1.1115 -1.3034 -0.1233
O8 3.1391 -1.0629 -0.6933
O9 3.5435 3.4510 -4.1905
H1 3.4807 2.4542 -4.3082
H2 2.9587 3.8521 -4.8034
O10 -1.2134 2.9866 0.4364
H3 -1.4293 3.9187 0.4122
H4 -1.4830 2.7337 -0.4560
O11 3.0212 -3.5185 -1.8645
H5 3.2445 -2.7639 -1.3222
H6 3.8080 -3.9547 -2.2629
O12 0.7182 3.7629 -2.9671
H7 0.1995 3.0001 -2.6486
H8 1.1033 3.2714 -3.7464
O13 -3.8566 1.6472 -0.2321
H9 -3.9972 1.3888 -1.1541
H10 -4.6777 1.9634 0.1009
O14 0.0193 -3.2843 -2.3134
H11 0.9261 -3.2954 -2.0527
H12 -0.3173 -3.9276 -1.7065
O15 5.1505 0.1299 0.4706
H13 4.4814 -0.4186 0.0760
H14 4.7589 0.9484 0.5972
O16 3.3472 0.7674 -4.5141
H15 4.2166 0.6301 -4.8237
H16 3.1305 -0.1127 -4.3322
O17 0.0690 -2.2246 3.7911
H17 0.0874 -1.2445 3.9062
H18 0.8111 -2.5158 4.2611
O18 -3.2005 2.3885 2.4183
H19 -2.7496 1.6189 2.7586
H20 -3.1058 2.3231 1.4685
O19 -0.3262 2.9923 2.9500
H21 -0.2241 2.0444 3.1203
H22 -0.8898 3.0669 2.1640
O20 -2.3440 -1.6714 5.3283
H23 -2.9335 -0.9616 5.1141
H24 -2.9348 -2.2878 5.7302
O21 -4.6145 0.0347 4.6917
H25 -5.3173 0.5696 4.9611
H26 -4.6290 0.1064 3.7581
O22 4.0602 3.3691 -0.5645
H27 4.2415 2.9191 -1.3743
H28 3.1071 3.4991 -0.6167
O23 -0.4430 -3.4131 1.1776
H29 0.2614 -2.7768 1.1308
H30 -0.1419 -4.1362 1.7531
O24 0.0684 0.3907 4.4294
H31 -0.6991 0.8207 4.8124
H32 0.7957 0.7368 4.9118
O25 2.4448 -0.7195 2.3133
H33 2.5231 0.1752 2.0382
H34 1.5058 -0.7573 2.4363
O26 -2.8845 -3.8351 0.1523
H35 -2.0250 -3.7738 0.6952
H36 -3.3254 -3.0350 0.3109
O27 -5.4101 -0.2628 2.0361
H37 -5.3060 -1.1711 2.3676
H38 -4.7298 -0.0995 1.4060
O28 -2.8756 -2.5023 -2.3778
H39 -2.8184 -2.6748 -1.4187
H40 -1.9808 -2.7161 -2.7692
O29 -3.2407 0.3439 -2.5164
H41 -3.3644 -0.4813 -2.0138
H42 -3.9725 0.4301 -3.1451
O30 0.5493 1.2825 -4.5207
H43 0.0586 0.5773 -4.1136
H44 1.4346 1.0024 -4.4060
O31 1.2037 3.9622 -0.1460
H45 0.4834 3.4921 0.3108
H46 1.1377 3.7845 -1.0631
O32 5.2360 1.3472 -2.2700
H47 4.4278 0.8724 -2.4044
H48 5.5928 1.0555 -1.4594
O33 2.7188 -3.5038 1.4235
H49 2.3483 -3.9865 2.1929
H50 2.6721 -2.6119 1.7404
O34 -0.7544 -1.0520 -3.5138
H51 -1.5468 -0.8968 -2.9334
H52 -0.2725 -1.7554 -3.0300

***

The following is a DFT calculation (ωB97M-V/def2-TZVPD) of a molecular structure, C37H63N3O3PdSi.

The HOMO energy comes out at -0.40 eV. Its max |F| is 0.0109 hartree/bohr. Its energy relative to the best compared isomer or geometry (same formula, charge and spin) is 0.0 kJ/mol. The value obtained for the total energy is -61366.6088 eV. The HOMO-LUMO gap is 4.739 eV. Its charge is -2.

Atoms and positions in Å:
Pd1 0.6551 -0.0784 -0.7979
C1 -2.2023 -3.9045 4.4368
C2 -0.7296 -4.2172 4.1316
C3 -0.5304 -5.7285 4.2614
C4 0.1478 -3.5353 5.1932
C5 -0.3655 -3.6989 2.7374
C6 -0.4673 -2.3221 2.4773
C7 -0.2130 -1.7981 1.2133
N1 -0.3400 -0.4814 0.8112
C8 -0.7987 0.6028 1.5295
C9 -1.6528 0.5565 2.6298
C10 -2.0225 1.7175 3.3151
C11 -1.5921 2.9334 2.8073
C12 -0.8213 3.0363 1.6347
C13 -0.3897 1.8587 0.9935
O1 0.3705 1.8629 -0.0993
C14 -0.5355 4.4085 1.0128
C15 -1.3310 4.4987 -0.2971
C16 -0.9802 5.5739 1.8995
C17 0.9678 4.5873 0.7384
C18 -2.8894 1.6687 4.5778
C19 -3.0849 0.2379 5.0839
C20 -2.2276 2.4724 5.7068
C21 -4.2718 2.2718 4.2856
C22 0.3092 -2.6522 0.1891
O2 0.7117 -2.0975 -0.9553
C23 0.4012 -4.0287 0.4370
C24 0.0351 -4.5276 1.7063
C25 0.9401 -4.9665 -0.6478
C26 0.0241 -4.8954 -1.8808
C27 0.9976 -6.4253 -0.1957
C28 2.3678 -4.5430 -1.0306
H1 -2.4665 -4.2216 5.4536
H2 -2.8534 -4.4245 3.7284
H3 -2.4013 -2.8333 4.3485
H4 -0.8258 -6.0529 5.2649
H5 0.5162 -6.0069 4.1046
H6 -1.1397 -6.2741 3.5357
H7 -0.0786 -3.9276 6.1923
H8 -0.0132 -2.4546 5.2081
H9 1.2056 -3.7102 4.9783
H10 -0.7073 -1.6428 3.2852
H11 -2.0642 -0.3981 2.9189
H12 -1.8749 3.8429 3.3230
H13 -2.4031 4.4997 -0.0770
H14 -1.1260 3.6379 -0.9288
H15 -1.0868 5.4173 -0.8463
H16 -2.0586 5.5631 2.0819
H17 -0.7345 6.5136 1.3933
H18 -0.4653 5.5650 2.8655
H19 1.3513 3.7510 0.1556
H20 1.5160 4.6248 1.6865
H21 1.1484 5.5258 0.1973
H22 -2.1234 -0.2501 5.2700
H23 -3.6388 -0.3734 4.3664
H24 -3.6513 0.2523 6.0211
H25 -1.2336 2.0694 5.9236
H26 -2.8330 2.4210 6.6213
H27 -2.1076 3.5236 5.4360
H28 -4.7438 1.7441 3.4516
H29 -4.1826 3.3251 4.0044
H30 -4.9291 2.1988 5.1624
H31 0.0845 -5.5945 1.8738
H32 -0.9802 -5.2484 -1.6212
H33 0.4157 -5.5227 -2.6917
H34 -0.0565 -3.8690 -2.2318
H35 0.0056 -6.8131 0.0584
H36 1.6520 -6.5559 0.6717
H37 1.3975 -7.0316 -1.0152
H38 2.3741 -3.5199 -1.3962
H39 2.7704 -5.2060 -1.8073
H40 3.0222 -4.5972 -0.1546
C29 2.0170 3.9255 -6.0745
C30 0.5412 3.7339 -5.7294
N2 0.2780 3.2563 -4.3879
C31 0.8486 4.0309 -3.2948
C32 2.1495 3.4679 -2.7342
C33 -0.4611 2.1097 -4.0979
C34 -0.9834 1.3160 -5.2769
N3 -0.7628 1.6837 -2.9370
H41 2.1181 4.1559 -7.1402
H42 2.5854 3.0207 -5.8585
H43 2.4577 4.7489 -5.5075
H44 0.1112 3.0394 -6.4418
H45 0.0269 4.6956 -5.8752
H46 0.1114 4.0954 -2.4965
H47 0.9934 5.0506 -3.6656
H48 2.0264 2.4221 -2.4389
H49 2.4589 4.0456 -1.8577
H50 2.9501 3.5056 -3.4798
H51 -1.6117 1.9162 -5.9397
H52 -1.5691 0.4989 -4.8638
H53 -0.1634 0.8890 -5.8650
H54 -0.3627 2.1957 -2.1540
C35 1.3406 -1.9119 -4.3175
Si1 2.5223 -0.6825 -3.5417
C36 3.1038 0.3589 -5.0203
C37 4.0622 -1.6884 -3.0667
O3 1.9570 0.2505 -2.3860
H55 1.8199 -2.4335 -5.1554
H56 0.4301 -1.4200 -4.6825
H57 1.0351 -2.6508 -3.5714
H58 3.6717 -0.2539 -5.7332
H59 3.7442 1.1870 -4.6893
H60 2.2447 0.7874 -5.5540
H61 4.8825 -1.5233 -3.7757
H62 3.8538 -2.7631 -3.0375
H63 4.4094 -1.3940 -2.0693

***

The following is a DFT calculation (ωB97M-V/def2-TZVPD) of 3 unconnected molecules or ions with the total composition C2H10N2O3 in a non-equilibrium geometry.

The HOMO energy (alpha / beta) comes out at -7.28 / -7.28 eV. Its max |F| is 0.0771 hartree/bohr. Its energy relative to the best compared isomer or geometry (same formula, charge and spin) is 744.1 kJ/mol. The value obtained for the total energy is -11352.3216 eV. The HOMO-LUMO gap (alpha / beta) is 7.194 / 7.195 eV. As for the SMILES: C=O.CON.NO. Its charge is 0.

Atoms and positions in Å:
C1 1.5814 -1.0400 -0.9891
O1 2.0393 -0.3926 -0.0441
H1 1.3019 -2.0987 -0.8429
H2 1.8498 -0.7829 -2.0290
C2 -1.9306 -1.0413 0.5431
O2 -2.0518 -0.4215 -0.7329
N1 -0.8954 0.3603 -1.0214
H3 -2.8773 -1.5586 0.6914
H4 -1.0941 -1.7470 0.5502
H5 -1.7526 -0.3006 1.3269
H6 -1.2258 1.1421 -1.5841
H7 -0.0626 -0.2780 -1.4963
N2 1.2755 2.1133 1.2855
O3 0.4559 1.0172 1.0738
H8 2.1990 1.9488 0.8758
H9 1.4078 2.1962 2.2921
H10 -0.2205 0.8831 0.1011

***

The following is a DFT calculation (ωB97M-V/def2-TZVPD) of a single C20H28N4O4S molecule in a non-equilibrium geometry.

The HOMO energy comes out at -8.62 eV. Its max |F| is 0.0234 hartree/bohr. Its energy relative to the best compared isomer or geometry (same formula, charge and spin) is 252.7 kJ/mol. The value obtained for the total energy is -46180.3191 eV. The HOMO-LUMO gap is 9.269 eV. As for the SMILES: COc1ccc(S(=O)(=O)N2CCC(C(=O)NCCCn3ccnc3)CC2)cc1C. Its charge is 0.

Atoms and positions in Å:
C1 4.3212 -5.4237 -0.2238
O1 3.4112 -4.6016 -0.9154
C2 2.9020 -3.5112 -0.2889
C3 3.2104 -3.1370 1.0167
C4 2.6377 -2.0025 1.5680
C5 1.7612 -1.2516 0.8143
S1 1.0381 0.1992 1.5471
O2 1.9222 0.7405 2.5358
O3 0.6162 1.1203 0.5122
N1 -0.2941 -0.3987 2.3881
C6 -0.9483 0.6780 3.1337
C7 -2.4660 0.6444 2.9998
C8 -2.9418 0.5848 1.5356
C9 -2.9785 2.0064 0.9695
O4 -4.0180 2.6434 0.9816
N2 -1.8229 2.5239 0.5188
C10 -1.7904 3.8885 0.0406
C11 -2.3460 4.0297 -1.3847
C12 -1.2945 3.8538 -2.4811
N3 -0.5817 2.6042 -2.4221
C13 0.7751 2.4612 -2.4637
C14 1.0193 1.1213 -2.4743
N4 -0.1565 0.4390 -2.4378
C15 -1.0907 1.3528 -2.4098
C16 -2.1228 -0.4287 0.7154
C17 -1.1903 -1.2358 1.6193
C18 1.4418 -1.6121 -0.4849
C19 2.0072 -2.7374 -1.0538
C20 1.6857 -3.1402 -2.4568
H1 3.8667 -5.8654 0.6683
H2 4.5874 -6.2164 -0.9212
H3 5.2240 -4.8744 0.0605
H4 3.8972 -3.7182 1.6105
H5 2.8705 -1.6853 2.5712
H6 -0.6619 0.5762 4.1863
H7 -0.5577 1.6361 2.7773
H8 -2.8511 -0.2257 3.5348
H9 -2.8824 1.5333 3.4769
H10 -3.9922 0.2745 1.5585
H11 -0.9601 1.9891 0.4910
H12 -2.4182 4.4836 0.7116
H13 -0.7613 4.2468 0.0938
H14 -3.1540 3.3082 -1.5071
H15 -2.7755 5.0254 -1.5039
H16 -1.7859 3.9399 -3.4592
H17 -0.5531 4.6542 -2.4038
H18 1.4367 3.3026 -2.4772
H19 1.9595 0.6083 -2.5008
H20 -2.1424 1.1459 -2.3867
H21 -1.5168 0.0717 -0.0394
H22 -2.7904 -1.1154 0.1927
H23 -1.7658 -1.8444 2.3235
H24 -0.5727 -1.9079 1.0223
H25 0.7577 -1.0024 -1.0569
H26 1.0184 -2.4147 -2.9121
H27 2.6000 -3.2131 -3.0430
H28 1.2167 -4.1228 -2.4674

***

The following is a DFT calculation (ωB97M-V/def2-TZVPD) of a gas-phase ion, C3H4NO3 (charge -1).

The HOMO energy comes out at -4.71 eV. Its max |F| is 0.0141 hartree/bohr. Its energy relative to the best compared isomer or geometry (same formula, charge and spin) is 35.1 kJ/mol. The value obtained for the total energy is -10810.8235 eV. The HOMO-LUMO gap is 8.590 eV. As for the SMILES: O=CNCC(=O)[O-]. Its charge is -1.

Atoms and positions in Å:
O1 2.0890 -1.2169 1.0541
C1 1.8651 -0.3928 0.1764
N1 0.6857 0.1187 -0.1631
C2 -0.6114 -0.2324 0.3664
C3 -1.6908 0.5465 -0.4267
O2 -2.8538 0.3925 -0.0398
O3 -1.2425 1.2633 -1.3556
H1 2.6878 0.0580 -0.4234
H2 0.5507 0.7556 -0.9396
H3 -0.7894 -1.3190 0.3250
H4 -0.6902 0.0264 1.4262

***

The following is a DFT calculation (ωB97M-V/def2-TZVPD) of a single C20H20N2O3 molecule in a non-equilibrium geometry.

The HOMO energy comes out at -8.14 eV. Its max |F| is 0.0210 hartree/bohr. Its energy relative to the best compared isomer or geometry (same formula, charge and spin) is 151.5 kJ/mol. The value obtained for the total energy is -30187.9576 eV. The HOMO-LUMO gap is 8.763 eV. As for the SMILES: Cc1cccnc1NC(=O)COc1ccc2oc3c(c2c1)CCCC3. Its charge is 0.

Atoms and positions in Å:
C1 0.4088 -0.0165 2.3259
C2 1.1374 -0.9838 1.4475
C3 0.6306 -2.2420 1.1713
C4 1.3357 -3.1131 0.3533
C5 2.5398 -2.6798 -0.1672
N1 3.0430 -1.4819 0.0770
C6 2.3671 -0.6495 0.8524
N2 2.9300 0.5956 1.1217
C7 3.8211 1.3593 0.4146
O1 4.3578 2.3016 0.9503
C8 3.9644 1.0559 -1.0746
O2 2.8411 1.5990 -1.7548
C9 1.6796 0.8573 -1.6917
C10 1.6047 -0.3936 -2.3202
C11 0.4534 -1.1504 -2.2780
C12 -0.6287 -0.6261 -1.5922
O3 -1.8404 -1.2037 -1.3957
C13 -2.5712 -0.3102 -0.6717
C14 -1.8776 0.8245 -0.3978
C15 -0.5846 0.6471 -0.9865
C16 0.5862 1.3971 -1.0386
C17 -2.4506 1.9663 0.3719
C18 -3.9738 1.8234 0.4254
C19 -4.3763 0.4019 0.8207
C20 -3.9714 -0.6003 -0.2646
H1 -0.5871 -0.3904 2.5502
H2 0.3171 0.9497 1.8327
H3 0.9393 0.1262 3.2689
H4 -0.3193 -2.5393 1.5927
H5 0.9549 -4.0960 0.1278
H6 3.1427 -3.3091 -0.8074
H7 2.7190 0.9766 2.0373
H8 4.0693 -0.0191 -1.2426
H9 4.8312 1.5997 -1.4550
H10 2.4726 -0.7639 -2.8434
H11 0.3940 -2.1150 -2.7559
H12 0.6570 2.3733 -0.5844
H13 -2.1717 2.9130 -0.0957
H14 -2.0428 1.9698 1.3881
H15 -4.3854 2.5376 1.1406
H16 -4.3917 2.0509 -0.5570
H17 -5.4539 0.3499 0.9822
H18 -3.8824 0.1396 1.7588
H19 -4.0570 -1.6277 0.0962
H20 -4.6320 -0.5037 -1.1322